Formula: CH2ClNOS2
Source: the OMol25 dataset
Level of theory: ωB97M-V/def2-TZVPD

calculated total energy	-1425.77195	a.u.
LUMO (spin up / spin down)	-0.080 / -0.080	hartree
net charge	0
max |F|	3.820	eV/Å
2S+1	1
relative energy (zero: lowest compared OMol25 entry of this formula, charge and spin)	1.5393	eV

Atoms and positions in Å:
C  -0.02  1.48  0.19
N  -0.32  0.23  0.69
O  -0.77  2.22  -0.37
S  1.39  -1.88  -0.48
S  0.39  -1.15  1.08
Cl  -2.20  -0.32  -0.33
H  1.00  1.73  0.48
H  0.53  -2.31  -1.27